[1]
Density functional theory data (wB97M-V/def2-TZVPD) for 2 unconnected molecules or ions with the total composition C2H5N3.

Structure (XYZ):
```
10
C2H5N3, DFT wB97M-V/def2-TZVPD
C 1.702 0.442 0.019
C 0.644 0.081 -0.753
N -2.289 0.980 -0.008
N -1.926 0.006 0.425
N -1.421 -1.080 0.558
H 2.524 -0.197 0.320
H 1.754 1.444 0.272
H 0.030 0.783 -1.273
H 0.496 -0.969 -1.007
H -1.515 -1.490 1.447
```

The lowest unoccupied orbital energy comes out at 1.13 eV. As for the total charge: 0. The calculation puts the HOMO-LUMO gap at 10.7086 eV.


[2]
Density functional theory data (wB97M-V/def2-TZVPD) for 2 unconnected molecules or ions with the total composition C7H16O.

Structure (XYZ):
```
24
C7H16O, DFT wB97M-V/def2-TZVPD
C 0.839 1.084 2.144
C 1.265 0.744 0.738
C 0.383 0.414 -0.189
C -1.133 0.482 -0.130
C 0.903 -0.064 -1.540
C 1.019 -1.572 -1.558
C 1.042 -2.281 -2.961
H 1.658 1.267 2.854
H 0.273 0.258 2.568
H 0.289 2.028 2.317
H 2.342 0.864 0.669
H -1.506 1.107 -0.939
H -1.404 1.005 0.788
H -1.429 -0.562 -0.142
H 0.093 0.094 -2.277
H 1.781 0.443 -1.942
H 1.950 -1.931 -1.097
H 0.271 -2.128 -0.990
H 2.051 -2.603 -3.193
H 0.445 -1.656 -3.637
H 0.456 -3.205 -2.944
O -3.393 1.292 2.887
H -3.356 0.678 3.596
H -2.530 1.299 2.509
```

The lowest unoccupied orbital energy comes out at 0.85 eV. Its SMILES is C/C=C(\C)CCC.O. As for the total charge: 0. The calculation puts the HOMO-LUMO gap at 9.9206 eV.


[3]
Density functional theory data (wB97M-V/def2-TZVPD) for a molecular structure, C12H17Cl2InNS.

Structure (XYZ):
```
34
C12H17Cl2InNS, DFT wB97M-V/def2-TZVPD
In 1.055 -0.658 -0.069
Cl 0.791 -2.974 -0.577
Cl 1.857 1.228 1.210
C 2.411 -0.346 -1.579
H 3.027 0.546 -1.453
H 2.879 -1.214 -2.044
C -0.038 0.545 -1.725
C 1.052 0.102 -2.477
H 0.129 1.446 -1.113
C 0.733 -1.037 -3.489
H 1.450 0.946 -3.083
C -0.511 -0.689 -4.303
H 1.596 -1.208 -4.147
H 0.566 -1.963 -2.920
C -1.727 -0.505 -3.400
H -0.328 0.237 -4.862
H -0.709 -1.477 -5.037
C -1.463 0.389 -2.162
H -2.550 -0.069 -3.981
H -2.073 -1.488 -3.054
H -1.847 1.396 -2.395
H -2.080 0.028 -1.324
S -0.303 -1.557 2.336
C -0.267 -0.409 3.569
N -1.475 0.001 4.104
C -1.581 0.999 5.033
C -0.440 1.642 5.472
C 0.811 1.207 5.007
C 0.897 0.152 4.111
H -2.310 -0.459 3.746
H -2.591 1.232 5.363
H -0.523 2.471 6.172
H 1.721 1.700 5.343
H 1.841 -0.214 3.725
```

The lowest unoccupied orbital energy comes out at 2.21 eV. As for the total charge: -1. The calculation puts the HOMO-LUMO gap at 5.0517 eV.


[4]
Density functional theory data (wB97M-V/def2-TZVPD) for 2 unconnected molecules or ions with the total composition C4H12N2O.

Structure (XYZ):
```
19
C4H12N2O, DFT wB97M-V/def2-TZVPD
C 1.328 2.251 -0.325
C 1.799 0.738 -0.020
C 0.964 0.360 1.275
N -0.330 -0.410 1.020
C -1.415 0.179 0.340
N -2.465 -0.586 0.109
H 1.774 2.512 -1.313
H 0.182 2.406 -0.164
H 1.917 3.105 0.231
H 2.849 0.703 0.068
H 1.531 0.038 -0.776
H 1.656 -0.242 1.938
H 0.780 1.228 1.859
H -0.295 -1.379 1.037
H -1.212 1.234 0.241
H -3.355 -0.169 0.045
H -0.350 -1.965 -1.111
H -1.048 -2.640 -2.125
O -0.115 -2.379 -1.932
```

The lowest unoccupied orbital energy (alpha / beta) comes out at -4.65 / -8.58 eV. As for the total charge: +1. Its spin multiplicity is 2. The calculation puts the HOMO-LUMO gap (alpha / beta) at 10.4647 / 6.5334 eV.


Computed energy relative to the best compared isomer or geometry (same formula, charge and spin), in the same sequence as the records: 279.4; 155.1; 34.0; 256.4 kJ/mol.
Computed F_max, in the same sequence as the records: 3.0; 2.7; 6.2; 4.9 eV Å⁻¹.
Computed electronic energy, in the same sequence as the records: -243.3555; -351.4949; -2030.9570; -343.9648 a.u..